# 1
Formula: C37H36N5SbV
Source: OMol25
Level of theory: wB97M-V/def2-TZVPD

ORCA input file:
```
! RIJCOSX wB97M-V def2-TZVPD def2/J DEFGRID3
* xyz 2 4
V 0.5495 0.5521 -0.3691
C 2.1314 1.7641 1.9097
N 0.7560 1.8893 1.3607
C 0.3335 3.2716 1.0215
C 0.3465 3.4664 -0.4628
N 0.3460 2.4652 -1.3157
C 0.2495 3.0405 -2.5862
C 0.1952 2.4449 -3.8443
C 0.0834 3.2824 -4.9328
C 0.0266 4.6799 -4.7790
C 0.0762 5.2775 -3.5381
C 0.1855 4.4231 -2.4460
N 0.2524 4.6573 -1.0786
C 3.0570 1.2181 0.8644
N 2.6338 0.4764 -0.1407
C 3.7852 0.0841 -0.8411
C 3.9206 -0.7086 -1.9777
C 5.2000 -0.9141 -2.4477
C 6.3154 -0.3466 -1.8060
C 6.1892 0.4357 -0.6787
C 4.8954 0.6368 -0.2091
N 4.3917 1.3451 0.8732
H 2.4935 2.7252 2.2809
H 2.0926 1.0779 2.7562
H 0.1260 1.5484 2.0849
H -0.6754 3.4237 1.4068
H 0.9763 4.0090 1.5080
H 0.2338 1.3682 -3.9503
H 0.0392 2.8632 -5.9284
H -0.0589 5.3028 -5.6586
H 0.0306 6.3526 -3.4289
H 0.2239 5.5597 -0.6319
H 3.0560 -1.1481 -2.4580
H 5.3569 -1.5258 -3.3251
H 7.3024 -0.5322 -2.2067
H 7.0548 0.8631 -0.1911
H 4.9382 1.8514 1.5516
C 1.2040 -4.0452 0.2572
C -0.1069 -4.4711 0.8682
C -0.3788 -5.8229 1.0619
C -1.5744 -6.2492 1.6182
C -2.5351 -5.3272 2.0062
C -2.2899 -3.9747 1.8286
C -1.0883 -3.5575 1.2595
Sb -0.7521 -1.4773 1.0530
C -1.8480 -0.5557 -0.5396
C -2.1451 0.7978 -0.3303
C -2.7134 1.5689 -1.3411
C -2.9722 0.9866 -2.5668
C -2.6571 -0.3509 -2.7883
C -2.0854 -1.1410 -1.7973
C -1.7770 -2.5905 -2.0569
C -1.5965 -0.6206 2.8076
C -0.6417 -0.3606 3.7951
C -1.0120 0.1758 5.0193
C -2.3485 0.4601 5.2517
C -3.2969 0.1985 4.2750
C -2.9516 -0.3450 3.0370
C -4.0488 -0.6070 2.0380
H 1.8097 -4.9130 0.0048
H 1.7799 -3.4230 0.9453
H 1.0515 -3.4718 -0.6611
H 0.3657 -6.5539 0.7704
H -1.7527 -7.3075 1.7543
H -3.4668 -5.6525 2.4488
H -3.0256 -3.2521 2.1527
H -1.9998 1.2324 0.6573
H -2.9616 2.6085 -1.1666
H -3.4227 1.5711 -3.3582
H -2.8671 -0.7949 -3.7542
H -1.7480 -2.8036 -3.1237
H -2.5386 -3.2316 -1.6083
H -0.8178 -2.8841 -1.6254
H 0.3978 -0.6218 3.6160
H -0.2714 0.3481 5.7890
H -2.6575 0.8719 6.2033
H -4.3396 0.4099 4.4799
H -4.9873 -0.8107 2.5510
H -3.8303 -1.4530 1.3882
H -4.2119 0.2595 1.3950
*
```

## Properties
expectation value of S²: 3.761
DFT total energy: -78618.141 eV
ΔE to the lowest compared entry with this formula, charge and spin: 0.0 kcal per mole
molecular weight: 723.43 g mol⁻¹

---

# 2
Formula: C23H46N4O6
Source: OMol25
Level of theory: wB97M-V/def2-TZVPD

ORCA input file:
```
! RIJCOSX wB97M-V def2-TZVPD def2/J DEFGRID3
* xyz -2 1
C 5.2526 -2.1603 0.4922
C 5.2748 -3.6947 0.3813
C 3.8838 -4.2825 0.1224
N 3.2109 -3.5135 -0.9456
C 1.7771 -3.7491 -1.0536
C 1.4544 -5.1785 -1.3267
N 1.1470 -6.2753 -1.5006
C 1.2162 -2.9764 -2.2921
C 1.9628 -1.6691 -2.5725
C 1.0774 -3.3529 0.2469
C 0.6149 -1.9761 0.2980
N 0.1945 -0.9085 0.2925
H 4.2500 -1.7978 0.7074
H 5.8862 -1.8240 1.3115
H 5.5756 -1.7005 -0.4429
H 5.7118 -4.1388 1.2700
H 5.8788 -3.9419 -0.5027
H 3.3547 -4.2310 1.0858
H 3.9978 -5.3407 -0.1466
H 3.6242 -3.8134 -1.8258
H 1.3594 -3.6220 -3.1626
H 0.1468 -2.8101 -2.1745
H 2.8963 -1.8552 -3.0913
H 2.2056 -1.1588 -1.6445
H 1.3473 -0.9852 -3.1547
H 1.7195 -3.5365 1.1216
H 0.1902 -3.9810 0.3540
C -2.7248 -4.8386 -1.2047
C -2.9104 -4.7309 0.2403
N -3.0636 -4.6476 1.3766
H -1.7595 -5.2975 -1.4199
H -3.5150 -5.4544 -1.6301
H -2.7579 -3.8494 -1.6580
O -1.2724 5.7588 0.8669
C -1.1016 4.5662 0.9307
O -2.1008 3.7563 0.5560
C -1.9427 2.3303 0.4162
C -2.1154 1.6007 1.7255
C 0.1666 3.9683 1.4915
H -0.9878 2.0969 -0.0537
H -2.7204 2.0310 -0.2850
H -1.3525 1.8873 2.4485
H -2.0369 0.5267 1.5628
H -3.0862 1.8232 2.1718
H 0.0807 3.9244 2.5761
H 0.9934 4.6245 1.2309
H 0.3980 2.9749 1.1165
C 4.9329 2.2600 -4.7004
C 3.6678 1.4214 -4.6329
O 3.6487 0.5762 -3.4935
H 5.8124 1.6155 -4.7154
H 4.9424 2.8898 -5.5926
H 5.0140 2.9048 -3.8226
H 3.5982 0.7668 -5.5014
H 2.7838 2.0702 -4.6234
H 3.6928 1.1301 -2.7073
O 2.9097 -3.5034 2.9060
C 2.7833 -3.7459 4.2557
C 1.6209 -2.9803 4.9789
O 1.5089 -3.2059 6.3137
H 3.6931 -3.4853 4.8517
H 2.6067 -4.8189 4.5181
H 0.7033 -3.2482 4.3754
H 1.7891 -1.9003 4.6956
C -8.0133 5.9161 -0.3982
C -7.6156 4.8821 0.6438
O -6.3678 4.2708 0.4041
C -5.2406 5.1379 0.3662
C -5.0079 5.9105 1.6508
H -8.0309 5.4669 -1.3923
H -9.0056 6.3116 -0.1744
H -7.3187 6.7565 -0.4248
H -8.3420 4.0682 0.6398
H -7.6429 5.3224 1.6480
H -5.3163 5.8200 -0.4891
H -4.3819 4.4983 0.1789
H -5.8372 6.5816 1.8868
H -4.1022 6.5101 1.5591
H -4.8866 5.2233 2.4895
*
```

## Properties
DFT total energy: -42837.204 eV
molecular weight: 474.64 g mol⁻¹

---

# 3
Formula: C47H56BN7O5PSSbTeTi
Source: OMol25
Level of theory: wB97M-V/def2-TZVPD

ORCA input file:
```
! RIJCOSX wB97M-V def2-TZVPD def2/J DEFGRID3
* xyz 2 1
Ti -1.0933 -0.1958 -0.2616
C -3.4047 2.6402 0.4016
C -2.8059 1.8806 1.5444
C -2.6497 2.5093 2.7638
C -2.1713 1.8014 3.8500
C -2.0026 0.4362 3.7230
C -2.2082 -0.1730 2.4925
N -2.4980 0.5604 1.3776
Sb -2.7824 -2.2710 2.9412
C -0.9788 -3.4166 2.7944
C -0.7030 -4.2917 3.8329
C 0.3455 -5.1934 3.6665
C 1.0642 -5.1614 2.4887
C 0.7437 -4.2160 1.5084
C 1.5182 -4.1367 0.2222
N -0.2636 -3.3623 1.6632
C -3.6464 -3.2695 1.2432
C -4.9768 -3.6610 1.3702
C -5.4839 -4.5589 0.4366
C -4.6249 -5.0874 -0.5128
C -3.2902 -4.6793 -0.5283
C -2.2577 -5.3297 -1.3964
N -2.8393 -3.7368 0.2963
H -4.3208 2.1501 0.0672
H -2.7155 2.7279 -0.4317
H -3.6584 3.6466 0.7257
H -2.9038 3.5562 2.8544
H -2.0074 2.2951 4.7996
H -1.7500 -0.1689 4.5863
H -1.3033 -4.2934 4.7349
H 0.5857 -5.9101 4.4418
H 1.8771 -5.8559 2.3183
H 2.5769 -4.3400 0.3858
H 1.3935 -3.1538 -0.2329
H 1.1475 -4.8827 -0.4857
H -5.5931 -3.2849 2.1778
H -6.5213 -4.8667 0.4739
H -4.9678 -5.8413 -1.2096
H -2.7016 -5.9875 -2.1427
H -1.6326 -4.5799 -1.8767
H -1.6031 -5.9301 -0.7614
N -2.5122 2.3866 -3.3820
C -1.2226 2.9100 -3.4161
C -0.6812 3.9386 -4.1774
C 0.6633 4.1814 -4.0043
C 1.4346 3.3941 -3.1351
C 0.8833 2.3629 -2.4078
C -0.4866 2.1476 -2.5215
N -1.3547 1.1891 -1.9308
C -2.5302 1.3831 -2.5088
C -3.6847 0.5977 -2.1324
C -4.9561 0.6568 -2.5960
S -5.9269 -0.4146 -1.6985
C -4.5788 -0.8642 -0.7657
N -3.4639 -0.2790 -1.1026
H -3.2853 2.6829 -3.9549
H -1.2797 4.5071 -4.8775
H 1.1377 4.9770 -4.5630
H 2.4974 3.5830 -3.0581
H 1.5064 1.7172 -1.8116
H -5.3665 1.2688 -3.3851
H -4.6591 -1.6020 0.0216
C -2.2065 -3.1914 -4.5227
C -2.4853 -2.0057 -3.6244
O -1.5571 -1.8303 -2.4980
P -0.0094 -1.4666 -2.7522
O 0.2606 -0.8613 -1.2653
Te 0.4425 -0.3879 -4.7519
O 0.6591 -2.8875 -2.6642
C 1.9640 -3.2659 -3.1859
C 1.9291 -4.7401 -3.4915
H -2.8714 -3.1275 -5.3856
H -2.3855 -4.1343 -4.0226
H -1.1828 -3.1773 -4.8939
H -3.4556 -2.1059 -3.1398
H -2.4692 -1.0853 -4.2066
H 2.7065 -3.0264 -2.4245
H 2.1742 -2.6777 -4.0765
H 1.8307 -5.3370 -2.5855
H 2.8553 -5.0258 -3.9921
H 1.0958 -4.9718 -4.1551
C 3.0529 -2.0664 3.0343
C 2.4481 -0.6644 3.1469
C 3.4497 0.3951 2.6576
C 2.0269 -0.3737 4.5951
C 1.2386 -0.5936 2.3012
N 0.2960 -0.5522 1.6523
H 3.9272 -2.1112 3.6838
H 3.3701 -2.2807 2.0123
H 2.3446 -2.8301 3.3521
H 4.3759 0.2732 3.2189
H 3.0701 1.4047 2.8246
H 3.6637 0.2771 1.5951
H 2.9136 -0.4083 5.2279
H 1.3171 -1.1199 4.9567
H 1.5772 0.6162 4.6866
C 5.5090 4.6777 1.5832
C 4.4552 5.5703 0.9154
C 4.3476 6.8767 1.7130
C 4.9081 5.8929 -0.5172
C 3.1006 4.8575 0.8346
C 1.9076 5.5899 0.7690
C 0.6551 4.9913 0.6411
C 0.6423 3.6203 0.5756
O -0.4337 2.7570 0.4022
B 0.1179 1.4916 0.3486
O 1.4876 1.5372 0.5168
C 1.7995 2.8862 0.6335
C 3.0408 3.4604 0.7629
H 6.4089 5.2605 1.7818
H 5.8050 3.8413 0.9462
H 5.1510 4.2812 2.5368
H 5.3455 7.2800 1.8888
H 3.8733 6.7138 2.6834
H 3.7834 7.6426 1.1784
H 5.8724 6.4057 -0.5051
H 4.1846 6.5398 -1.0184
H 5.0164 4.9788 -1.1063
H 1.9495 6.6698 0.8134
H -0.2538 5.5765 0.5861
H 3.9320 2.8485 0.7938
*
```

## Properties
DFT total energy: -128055.793 eV
ΔE to the lowest compared entry with this formula, charge and spin: 8.7 kcal per mole
molecular weight: 1170.09 g mol⁻¹

---

# 4
Formula: C5H9NO2
Source: OMol25
Level of theory: wB97M-V/def2-TZVPD

ORCA input file:
```
! RIJCOSX wB97M-V def2-TZVPD def2/J DEFGRID3
* xyz 0 1
C 1.9434 -0.2262 1.1818
C 0.8545 -0.0939 0.1365
O 0.0719 -2.1271 0.7455
N 0.1266 -1.2392 -0.2845
H -0.5593 -2.7956 0.4437
H 1.1946 0.4224 -0.7574
H 1.5474 -0.6337 2.1073
H 2.7459 -0.8668 0.8115
H 2.3511 0.7629 1.3914
C -1.3141 0.9022 -1.7576
C -1.4786 0.7541 -0.2864
C -0.4936 0.5677 0.7049
O -0.6506 0.6318 1.9182
H -2.4316 1.0971 0.1133
H -0.3961 0.4737 -2.1508
H -2.1492 0.4109 -2.2671
H -1.3624 1.9597 -2.0503
*
```

## Properties
DFT total energy: -10911.751 eV
ΔE to the lowest compared entry with this formula, charge and spin: 111.2 kcal per mole
molecular weight: 115.13 g mol⁻¹

---

# 5
Formula: C3H2O2S3
Source: OMol25
Level of theory: wB97M-V/def2-TZVPD

ORCA input file:
```
! RIJCOSX wB97M-V def2-TZVPD def2/J DEFGRID3
* xyz 0 1
C -1.4778 -0.5059 0.3674
C 0.4310 -1.0283 -1.3816
C 1.0385 0.7227 0.1706
H 1.2259 -1.6614 -0.7557
H 0.6447 -1.2711 -2.3383
O -2.6604 -0.4757 0.7280
O 0.8993 0.3623 -1.1552
S -1.3137 -1.2069 -1.2523
S 2.2730 1.5662 0.5907
S -0.1926 0.1849 1.3849
*
```

## Properties
DFT total energy: -39742.429 eV
ΔE to the lowest compared entry with this formula, charge and spin: 20.7 kcal per mole
molecular weight: 166.25 g mol⁻¹

---

# 6
Formula: C2H7NO2
Source: OMol25
Level of theory: wB97M-V/def2-TZVPD

ORCA input file:
```
! RIJCOSX wB97M-V def2-TZVPD def2/J DEFGRID3
* xyz 0 1
C -0.2111 1.0885 2.4690
O -0.1127 1.1271 1.0616
H -0.8280 1.9075 2.8733
H -0.8618 0.2266 2.6649
H 0.6853 1.0003 3.0885
H -0.0054 2.0291 0.7719
C 0.7023 -1.1898 -2.6243
N -0.2748 -1.2833 -1.6664
O 0.9959 -0.1304 -3.1284
H 1.2694 -2.0947 -2.8549
H -0.6884 -0.4961 -1.1845
H -0.6708 -2.1849 -1.4706
*
```

## Properties
DFT total energy: -7772.096 eV
ΔE to the lowest compared entry with this formula, charge and spin: 33.0 kcal per mole
molecular weight: 77.08 g mol⁻¹

---

# 7
Formula: C17H26BrN2O18PS5
Source: OMol25
Level of theory: wB97M-V/def2-TZVPD

ORCA input file:
```
! RIJCOSX wB97M-V def2-TZVPD def2/J DEFGRID3
* xyz 0 1
C -0.8552 1.7666 0.4179
C 0.4520 0.8193 0.7269
C -0.0733 -0.6065 1.2857
Br 0.5171 -0.8573 3.1698
C 0.2612 -1.8664 0.3273
C 0.8264 -3.2525 0.8838
C 1.1216 -4.5294 -0.0568
P 1.7490 -6.1396 0.7913
O 2.7887 -6.9493 -0.3211
O 0.3692 -7.1830 1.0478
C 0.8906 -4.4262 -1.6299
C 0.3138 -3.0155 -2.1627
N 0.0009 -2.7545 -3.5680
S -0.6336 -1.1560 -3.6580
N -0.5611 -0.5986 -2.0113
C -0.0150 -1.7328 -1.2561
H -0.5919 2.8878 0.5213
H -1.2543 1.5173 -0.6485
H -1.7246 1.5723 1.1666
H 1.1683 0.7452 -0.1795
H 1.0148 1.3613 1.5948
H -1.2391 -0.5356 1.3155
H 1.0528 -3.4162 2.0122
H 3.3771 -6.2557 -0.7127
H -0.3337 -6.9321 0.3789
H 1.1248 -5.3150 -2.3418
C -1.6010 7.5942 1.8065
C -0.1548 7.1464 1.9659
O -0.1421 5.7791 1.5525
S -1.2576 5.5671 0.3902
O -0.5980 5.6325 -0.8832
O -2.1097 4.4788 0.7721
O -2.0652 6.9595 0.6145
H -2.2167 7.2445 2.6406
H -1.6897 8.6786 1.7204
H 0.1981 7.2413 2.9894
H 0.5073 7.7069 1.2997
C -0.2719 -12.1617 1.2824
C 0.1294 -11.4101 2.5449
O 1.3102 -10.6917 2.1906
S 1.2277 -10.2762 0.6202
O 0.7531 -8.9123 0.5385
O 2.4247 -10.7276 -0.0310
O 0.0047 -11.2677 0.2053
H 0.3393 -13.0588 1.1463
H -1.3276 -12.4393 1.2856
H 0.3236 -12.0800 3.3837
H -0.6360 -10.6820 2.8309
C -2.7532 -0.3219 -8.9298
C -1.2790 -0.0799 -9.2228
O -0.7209 0.3547 -7.9836
S -1.5154 -0.3665 -6.7630
O -0.7531 -1.5125 -6.3464
O -1.9631 0.6460 -5.8520
O -2.7905 -0.8920 -7.6216
H -3.3108 0.6190 -8.9074
H -3.2120 -0.9980 -9.6533
H -1.1267 0.6716 -9.9985
H -0.7768 -1.0081 -9.5124
C 1.8350 9.3211 6.6288
C 2.2271 10.7299 6.2058
O 2.0019 10.7704 4.7970
S 0.7499 9.8008 4.4331
O -0.4306 10.6101 4.3286
O 1.1648 8.8911 3.4024
O 0.6891 8.9947 5.8418
H 2.6262 8.6035 6.3925
H 1.5968 9.2607 7.6921
H 3.2683 10.9589 6.4363
H 1.5786 11.4773 6.6731
*
```

## Properties
DFT total energy: -191380.441 eV
molecular weight: 817.60 g mol⁻¹

---

# 8
Formula: C5H7N3
Source: OMol25
Level of theory: wB97M-V/def2-TZVPD

ORCA input file:
```
! RIJCOSX wB97M-V def2-TZVPD def2/J DEFGRID3
* xyz 0 3
C -2.6313 -0.0315 0.2246
C -0.4706 0.6173 -0.1444
C 1.9408 -1.4434 0.4473
C 0.8847 -1.4675 -0.3869
C 0.4928 1.7810 -0.2012
N -1.6962 0.9729 0.1542
N -2.5004 -1.2465 0.0686
N -0.0982 -0.5797 -0.4684
H -3.6195 0.3886 0.4457
H 2.6568 -2.2436 0.4362
H 2.1260 -0.6204 1.1097
H 0.7531 -2.3026 -1.0683
H -0.0773 2.6987 -0.0919
H 1.2024 1.6912 0.6193
H 1.0366 1.7854 -1.1445
*
```

## Properties
expectation value of S²: 2.062
DFT total energy: -9764.207 eV
ΔE to the lowest compared entry with this formula, charge and spin: 0.0 kcal per mole
molecular weight: 109.13 g mol⁻¹

---

# 9
Formula: C3H7FO2V
Source: OMol25
Level of theory: wB97M-V/def2-TZVPD

ORCA input file:
```
! RIJCOSX wB97M-V def2-TZVPD def2/J DEFGRID3
* xyz 0 4
V 1.4987 0.5652 -1.1829
F 2.6210 0.1500 0.2857
O 0.1375 1.7426 -0.9752
C -1.0492 1.4466 -0.3178
C -1.0367 0.1712 0.5266
O -0.7598 -0.9957 -0.2070
C 0.5838 -1.5241 -0.1792
H -1.8685 1.3302 -1.0588
H -1.3506 2.2659 0.3690
H -2.0362 0.0372 0.9707
H -0.2991 0.2788 1.3474
H 1.4457 -2.1676 0.1103
H 1.9104 -0.7585 0.7213
H 0.2031 -2.5417 -0.4102
*
```

## Properties
expectation value of S²: 3.776
DFT total energy: -35717.457 eV
ΔE to the lowest compared entry with this formula, charge and spin: 62.9 kcal per mole
molecular weight: 145.03 g mol⁻¹